(1)
Density functional theory data (ωB97M-V/def2-TZVPD) for a molecular structure, C36H67BeBr3ClFLiN2O12S2 at a distorted geometry.

HOMO level ... -9.15 eV
Kohn-Sham gap ... 1.377 eV
M ... 1094.18 u
2S+1 ... 1
Charge ... +1
E ... -11524.423796 a.u.

Each line ends with the Löwdin charge.
Element x y z (Å)
1 C -3.721 -1.139 -6.266  -0.1144
2 C -3.253 -0.284 -5.086  -0.2671
3 C -1.825 -0.628 -4.690  -0.2391
4 C -1.438 -0.097 -3.316  -0.2186
5 C 0.042 -0.392 -2.999  -0.1960
6 C 0.730 0.735 -2.228  -0.2129
7 C -0.056 1.187 -1.006  -0.2235
8 C 0.439 2.524 -0.423  -0.2164
9 C 1.379 2.329 0.772  -0.1918
10 C 2.386 3.497 0.907  -0.1748
11 C 3.832 3.013 1.102  -0.1816
12 C 4.688 3.000 -0.168  -0.1578
13 C 3.957 2.465 -1.420  -0.1349
14 C 4.081 3.381 -2.632  -0.2868
15 C 3.122 4.530 -2.765  -0.2794
16 S 4.117 5.953 -2.753  0.5249
17 O 4.803 5.799 -4.051  -0.3494
18 O 5.024 5.904 -1.642  -0.2538
19 N 3.110 7.166 -2.689  -0.3689
20 S 3.625 8.454 -1.863  0.5024
21 O 4.820 9.047 -2.358  -0.2409
22 O 3.448 8.368 -0.452  -0.2423
23 O 2.379 9.391 -2.406  -0.1915
24 H -4.799 -1.093 -6.385  0.0664
25 H -3.243 -0.821 -7.188  0.0691
26 H -3.459 -2.179 -6.095  0.0693
27 H -3.939 -0.440 -4.258  0.1067
28 H -3.266 0.752 -5.418  0.1029
29 H -1.641 -1.699 -4.700  0.1168
30 H -1.147 -0.179 -5.418  0.1127
31 H -2.068 -0.596 -2.582  0.1091
32 H -1.615 0.976 -3.256  0.1063
33 H 0.573 -0.535 -3.940  0.1036
34 H 0.106 -1.346 -2.480  0.1076
35 H 1.699 0.356 -1.898  0.1064
36 H 0.890 1.566 -2.921  0.1040
37 H 0.032 0.431 -0.234  0.0662
38 H -1.107 1.297 -1.253  0.0933
39 H 0.914 3.094 -1.225  0.0601
40 H -0.438 3.094 -0.118  0.0395
41 H 1.909 1.386 0.656  0.1108
42 H 0.802 2.236 1.687  0.0846
43 H 2.276 4.143 0.042  0.0867
44 H 2.112 4.031 1.811  0.1090
45 H 3.872 2.056 1.610  0.1136
46 H 4.298 3.713 1.793  0.1108
47 H 5.517 2.319 0.009  0.1142
48 H 5.143 3.974 -0.298  0.0957
49 H 2.921 2.202 -1.253  0.0849
50 H 4.469 1.548 -1.701  0.1276
51 H 5.144 3.706 -2.745  0.0890
52 H 3.876 2.706 -3.512  0.0952
53 H 2.282 4.501 -2.082  0.0418
54 H 2.680 4.510 -3.761  0.1030
55 H 1.998 8.782 -3.036  -0.0530
56 C -1.256 2.554 4.137  -0.1006
57 C -2.384 2.869 3.160  -0.2526
58 C -3.097 1.618 2.638  -0.2175
59 C -2.130 0.736 1.916  -0.4505
60 N -1.105 0.310 1.530  0.1963
61 H -0.467 1.967 3.661  0.0543
62 H -0.799 3.472 4.505  0.0750
63 H -1.625 1.993 4.997  0.0824
64 H -1.982 3.438 2.318  0.0811
65 H -3.122 3.504 3.653  0.1129
66 H -3.896 1.884 1.958  0.0866
67 H -3.530 1.044 3.457  0.1262
68 Li 0.690 8.327 -4.266  0.7834
69 C -0.269 9.780 -8.105  -0.1504
70 O -1.418 9.305 -7.397  -0.1380
71 H 0.614 9.327 -7.658  0.0643
72 H -0.316 9.494 -9.156  0.0842
73 H -0.188 10.866 -8.029  0.0826
74 H -2.189 9.711 -7.802  0.0793
75 Be 5.079 3.738 -4.529  0.7826
76 C -1.417 -3.045 0.196  -0.1195
77 O -1.119 -3.943 1.261  -0.2338
78 C -0.794 -3.249 2.455  -0.1934
79 C -1.187 -4.059 3.668  -0.1916
80 O -2.577 -4.049 3.945  -0.1240
81 C -3.407 -4.813 3.077  -0.1758
82 C -3.270 -6.306 3.261  -0.1973
83 O -2.080 -6.776 2.645  -0.2090
84 C -1.577 -7.939 3.266  -0.1019
85 H -0.544 -2.436 -0.072  0.0827
86 H -1.719 -3.632 -0.672  0.0936
87 H -2.250 -2.400 0.508  -0.0276
88 H -1.301 -2.280 2.486  0.1033
89 H 0.293 -3.080 2.469  0.1304
90 H -0.718 -3.594 4.539  0.1259
91 H -0.806 -5.081 3.603  0.1173
92 H -3.258 -4.532 2.034  0.1211
93 H -4.429 -4.536 3.346  0.1290
94 H -4.123 -6.808 2.786  0.1304
95 H -3.270 -6.542 4.332  0.1273
96 H -1.381 -7.748 4.327  0.0766
97 H -0.636 -8.196 2.782  0.0829
98 H -2.275 -8.777 3.155  0.0931
99 C -0.863 -7.827 9.071  -0.0942
100 C 0.335 -8.462 8.775  -0.0951
101 C 1.063 -8.084 7.656  -0.0969
102 C 0.597 -7.065 6.837  -0.1046
103 C -0.600 -6.427 7.135  -0.1023
104 C -1.332 -6.811 8.250  -0.0931
105 H -1.432 -8.125 9.942  0.1011
106 H 0.701 -9.252 9.417  0.1010
107 H 1.995 -8.583 7.422  0.0999
108 H 1.167 -6.767 5.966  0.0980
109 H -0.964 -5.631 6.497  0.0912
110 H -2.268 -6.318 8.479  0.1015
111 C 0.980 -5.941 -0.222  -0.0422
112 C 0.551 -7.232 -0.880  -0.3109
113 O 0.231 -6.808 -2.195  0.1341
114 C 1.006 -5.720 -2.467  -0.5561
115 O 1.189 -5.279 -3.552  0.1711
116 O 1.545 -5.221 -1.330  0.0658
117 F -0.551 -7.755 -0.297  0.0815
118 H 0.134 -5.385 0.189  0.1184
119 H 1.719 -6.090 0.561  0.1417
120 H 1.326 -8.000 -0.931  0.1723
121 C -1.607 6.562 -1.276  -1.5922
122 Br -2.477 4.996 -0.582  0.6749
123 Br 0.044 6.158 -2.189  0.6520
124 Br -2.779 7.595 -2.396  0.6175
125 H -1.350 7.180 -0.428  -0.0152
126 Cl -3.599 -0.517 0.745  0.3203

---

(2)
Density functional theory data (ωB97M-V/def2-TZVPD) for 12 unconnected molecules or ions with the total composition C36H68O36 at a distorted geometry.

ΔE to the lowest compared entry with this formula, charge and spin ... 0.000 eV
HOMO level ... -10.14 eV
Kohn-Sham gap ... 10.480 eV
M ... 1076.90 u
Structure (SMILES) ... COC(=O)OC.COC(=O)OC.COC(=O)OC.COC(=O)OC.COC(=O)OC.COC(=O)OC.COC(=O)OC.COC(=O)OC.COC(=O)OC.COC(=O)OC.O=C1OCCO1.O=C1OCCO1
2S+1 ... 1
E ... -4121.200430 a.u.

Each line ends with the Löwdin charge.
Element x y z (Å)
1 C -0.465 -0.085 -5.898  -0.0821
2 C -1.214 0.207 -4.577  -0.1216
3 O -0.929 -0.914 -3.752  0.0700
4 C -0.128 -1.762 -4.365  -0.5772
5 O 0.299 -2.770 -3.899  0.1608
6 O 0.197 -1.314 -5.609  0.0609
7 H 0.224 0.744 -6.053  0.1241
8 H -1.114 -0.285 -6.748  0.1281
9 H -2.266 0.396 -4.778  0.0962
10 H -0.880 1.125 -4.099  0.1060
11 C 4.297 -1.249 6.192  -0.1108
12 C 5.393 -2.334 6.328  -0.1132
13 O 5.692 -2.647 4.980  0.0459
14 C 4.743 -2.132 4.140  -0.5427
15 O 4.656 -2.486 3.015  0.1888
16 O 3.886 -1.371 4.843  0.0389
17 H 4.720 -0.289 6.482  0.1307
18 H 3.480 -1.567 6.835  0.1270
19 H 4.943 -3.210 6.798  0.1293
20 H 6.271 -1.977 6.858  0.1299
21 C -7.524 -1.335 1.615  -0.0316
22 O -6.591 -2.248 0.985  -0.0067
23 C -5.271 -2.023 1.120  -0.6136
24 O -4.752 -1.168 1.789  0.1297
25 O -4.647 -2.844 0.302  0.0092
26 C -3.220 -2.925 0.346  -0.0198
27 H -8.106 -2.025 2.223  0.0942
28 H -8.112 -0.992 0.763  0.0886
29 H -7.165 -0.475 2.169  0.0847
30 H -2.939 -3.160 -0.679  0.0927
31 H -2.919 -3.687 1.061  0.0830
32 H -2.743 -1.984 0.620  0.0780
33 C 2.306 1.337 -2.692  -0.0276
34 O 1.684 1.930 -3.824  0.0170
35 C 1.268 3.178 -3.698  -0.6144
36 O 1.241 3.831 -2.689  0.1211
37 O 0.724 3.568 -4.842  0.0124
38 C 0.182 4.873 -4.836  -0.0467
39 H 2.243 0.255 -2.607  0.0989
40 H 1.790 1.691 -1.799  0.0757
41 H 3.357 1.622 -2.615  0.0963
42 H -0.613 4.932 -4.088  0.0929
43 H -0.302 5.153 -5.768  0.0955
44 H 0.921 5.634 -4.589  0.0989
45 C -0.787 3.671 0.108  -0.0275
46 O -1.332 4.293 1.270  0.0251
47 C -2.013 3.451 2.053  -0.6165
48 O -2.187 2.295 1.822  0.1428
49 O -2.443 4.159 3.090  0.0085
50 C -3.172 3.466 4.103  -0.0285
51 H -0.009 4.337 -0.249  0.0790
52 H -1.524 3.445 -0.663  0.0846
53 H -0.326 2.703 0.303  0.0846
54 H -3.155 2.388 3.923  0.0924
55 H -4.226 3.713 3.978  0.0945
56 H -2.730 3.695 5.066  0.0932
57 C 0.555 -4.107 -0.791  -0.0281
58 O 1.375 -4.973 -0.023  -0.0010
59 C 2.690 -4.735 0.131  -0.6014
60 O 3.417 -5.308 0.895  0.1415
61 O 3.117 -3.926 -0.829  -0.0144
62 C 4.464 -3.477 -0.781  -0.0344
63 H -0.481 -4.019 -0.473  0.0866
64 H 0.647 -4.292 -1.860  0.0855
65 H 0.939 -3.088 -0.658  0.0879
66 H 4.561 -2.620 -1.446  0.0866
67 H 5.226 -4.191 -1.087  0.1028
68 H 4.734 -3.108 0.208  0.0766
69 C -4.668 -0.845 -3.470  -0.0196
70 O -4.505 -0.070 -2.299  -0.0038
71 C -5.565 0.306 -1.615  -0.6246
72 O -6.705 0.081 -1.943  0.1314
73 O -5.174 0.942 -0.525  -0.0045
74 C -6.153 1.576 0.290  -0.0239
75 H -5.547 -1.474 -3.327  0.1030
76 H -3.787 -1.453 -3.664  0.0926
77 H -4.825 -0.231 -4.360  0.0918
78 H -6.960 0.851 0.372  0.0655
79 H -6.561 2.540 -0.016  0.0980
80 H -5.618 1.673 1.233  0.1018
81 C -4.728 2.228 -6.973  -0.0374
82 O -5.112 2.655 -5.676  0.0044
83 C -4.180 2.801 -4.734  -0.6171
84 O -2.997 2.585 -4.878  0.1065
85 O -4.772 3.161 -3.627  0.0232
86 C -4.006 3.537 -2.485  -0.0077
87 H -5.640 2.263 -7.561  0.0965
88 H -4.324 1.216 -6.994  0.0924
89 H -3.998 2.919 -7.395  0.0980
90 H -3.684 4.569 -2.626  0.1050
91 H -3.196 2.846 -2.270  0.0753
92 H -4.688 3.546 -1.638  0.0915
93 C 2.907 4.092 -0.011  -0.0425
94 O 2.429 3.054 0.814  0.0093
95 C 2.651 3.102 2.111  -0.6037
96 O 3.338 3.890 2.715  0.1216
97 O 1.985 2.107 2.692  -0.0131
98 C 2.160 1.863 4.079  -0.0234
99 H 2.128 4.811 -0.269  0.0848
100 H 3.213 3.704 -0.980  0.0770
101 H 3.743 4.628 0.435  0.0985
102 H 2.438 0.819 4.239  0.0719
103 H 1.175 2.002 4.524  0.1005
104 H 2.931 2.487 4.523  0.0944
105 C -1.632 0.498 -1.108  -0.0301
106 O -0.231 0.404 -0.891  -0.0094
107 C 0.219 -0.151 0.222  -0.6198
108 O -0.480 -0.528 1.125  0.1502
109 O 1.530 -0.283 0.100  -0.0017
110 C 2.278 -0.885 1.150  -0.0074
111 H -1.840 0.978 -2.059  0.0725
112 H -2.055 1.114 -0.312  0.0803
113 H -2.115 -0.472 -1.032  0.0893
114 H 2.471 -0.161 1.939  0.0848
115 H 3.211 -1.296 0.775  0.0763
116 H 1.703 -1.723 1.552  0.0950
117 C -0.413 -5.763 2.590  -0.0453
118 O -1.201 -4.582 2.469  -0.0177
119 C -0.934 -3.518 3.250  -0.6192
120 O -1.674 -2.582 3.256  0.1560
121 O 0.292 -3.533 3.713  -0.0078
122 C 0.727 -2.536 4.612  -0.0254
123 H -0.816 -6.321 3.444  0.0945
124 H 0.644 -5.644 2.817  0.0913
125 H -0.569 -6.383 1.714  0.0949
126 H 1.672 -2.848 5.042  0.0842
127 H 0.040 -2.352 5.440  0.1029
128 H 0.794 -1.590 4.072  0.0950
129 C 8.453 -1.637 2.789  -0.0329
130 O 7.485 -1.709 1.757  0.0144
131 C 6.935 -0.601 1.300  -0.6286
132 O 7.128 0.509 1.720  0.1200
133 O 6.139 -0.880 0.277  -0.0130
134 C 5.633 0.225 -0.477  -0.0254
135 H 9.304 -2.184 2.369  0.0962
136 H 8.168 -2.211 3.668  0.0867
137 H 8.838 -0.644 3.007  0.0954
138 H 5.491 1.106 0.147  0.0930
139 H 4.750 -0.136 -0.990  0.0775
140 H 6.392 0.544 -1.194  0.1017

---

(3)
Density functional theory data (ωB97M-V/def2-TZVPD) for a molecular structure, C36H69Br22F3NO3 at a distorted geometry.

HOMO level ... -7.81 eV
Kohn-Sham gap ... 8.084 eV
M ... 2378.83 u
2S+1 ... 2
E ... -58621.351761 a.u.

Each line ends with the Löwdin charge.
Element x y z (Å)
1 C -2.846 4.563 -3.085  -0.0997
2 O -2.258 3.354 -2.611  -0.2237
3 C -1.323 3.633 -1.553  -0.1435
4 C 0.083 3.091 -1.947  -0.3055
5 C 0.339 1.567 -1.707  -0.0568
6 C -0.679 0.784 -0.848  -0.2376
7 O -1.988 0.683 -1.410  -0.0153
8 C -0.736 1.199 0.655  -0.5514
9 F -0.459 0.106 1.423  0.1034
10 F 0.170 2.118 0.999  0.1578
11 F -1.974 1.554 1.020  0.1497
12 C 1.147 3.990 -1.179  -0.0626
13 C 2.183 4.695 -2.092  -0.4624
14 C 1.717 6.072 -2.648  -0.0213
15 C 3.417 5.027 -1.168  -0.0345
16 N 2.686 3.763 -3.119  -0.1331
17 O 3.769 4.150 -3.684  0.0030
18 C 1.645 3.318 -4.070  -0.4436
19 C 2.087 1.899 -4.584  -0.0249
20 C 1.628 4.205 -5.366  -0.0257
21 C 0.201 3.332 -3.511  -0.0685
22 H -3.432 4.334 -4.000  0.0613
23 H -2.078 5.291 -3.413  0.0854
24 H -3.537 5.001 -2.340  0.1005
25 H -1.699 3.333 -0.561  0.1297
26 H -1.238 4.739 -1.517  0.1193
27 H 0.384 1.057 -2.686  0.1159
28 H 1.330 1.437 -1.232  0.1352
29 H -0.313 -0.264 -0.823  0.1558
30 H -1.878 0.989 -2.323  0.0608
31 H 1.726 3.367 -0.473  0.1106
32 H 0.661 4.771 -0.570  0.1268
33 H 2.446 6.481 -3.370  0.0940
34 H 0.736 6.048 -3.148  0.0670
35 H 1.687 6.774 -1.799  0.0915
36 H 3.965 4.084 -1.013  0.0916
37 H 2.988 5.298 -0.183  0.0873
38 H 4.039 5.835 -1.568  0.0826
39 H 2.295 1.285 -3.688  0.0817
40 H 1.201 1.430 -5.053  0.0753
41 H 2.939 1.945 -5.273  0.0731
42 H 0.886 3.714 -6.031  0.0930
43 H 2.583 4.176 -5.906  0.0819
44 H 1.241 5.219 -5.185  0.0726
45 H -0.270 4.298 -3.754  0.0949
46 H -0.405 2.567 -4.026  0.1303
47 Br 2.091 -1.500 -7.172  0.5961
48 C 1.373 0.020 -8.159  -0.6982
49 C 2.288 0.434 -9.279  -0.6887
50 Br 3.826 1.429 -8.613  0.6307
51 H 1.199 0.813 -7.436  0.0307
52 H 0.418 -0.323 -8.554  0.0186
53 H 1.778 1.118 -9.956  0.0553
54 H 2.676 -0.409 -9.845  0.0503
55 Br 1.797 -2.899 5.556  0.5214
56 C 1.375 -2.009 3.839  -0.7904
57 C 1.538 -2.970 2.692  -0.6811
58 Br 3.415 -3.241 2.247  0.6095
59 H 2.014 -1.137 3.748  -0.0034
60 H 0.339 -1.690 3.920  0.0251
61 H 1.087 -2.562 1.788  0.0526
62 H 1.115 -3.950 2.895  0.0483
63 Br -4.277 0.539 -4.413  0.6383
64 C -5.761 1.792 -4.314  -0.6711
65 C -6.276 2.140 -5.682  -0.6946
66 Br -5.086 3.396 -6.575  0.6132
67 H -5.406 2.656 -3.759  0.0429
68 H -6.527 1.282 -3.733  0.0613
69 H -7.234 2.652 -5.612  0.0601
70 H -6.376 1.278 -6.336  -0.0077
71 Br -3.234 -3.977 -8.314  0.6179
72 C -3.934 -3.183 -6.678  -0.6888
73 C -5.254 -2.500 -6.920  -0.6818
74 Br -5.006 -0.788 -7.808  0.6200
75 H -3.170 -2.510 -6.301  0.0490
76 H -4.055 -4.015 -5.986  0.0602
77 H -5.742 -2.265 -5.975  0.0520
78 H -5.931 -3.083 -7.537  0.0507
79 Br -0.082 -6.254 7.853  0.5939
80 C -1.212 -4.668 7.894  -0.7059
81 C -2.423 -4.833 7.011  -0.7219
82 Br -1.978 -4.627 5.122  0.5991
83 H -0.586 -3.826 7.608  0.0194
84 H -1.510 -4.558 8.936  0.0316
85 H -3.147 -4.048 7.222  0.0267
86 H -2.902 -5.802 7.112  -0.0309
87 Br 5.748 -2.495 -6.634  0.5846
88 C 6.492 -0.720 -6.923  -0.7175
89 C 7.850 -0.581 -6.286  -0.6994
90 Br 7.712 -0.353 -4.358  0.6014
91 H 5.766 -0.007 -6.541  0.0213
92 H 6.564 -0.614 -8.004  0.0489
93 H 8.349 0.317 -6.645  0.0563
94 H 8.490 -1.442 -6.458  0.0477
95 Br -3.994 -7.959 8.475  0.6550
96 C -4.573 -7.140 10.145  -0.6781
97 C -5.861 -6.379 9.971  -0.6869
98 Br -5.566 -4.669 9.088  0.6344
99 H -3.753 -6.518 10.493  0.0509
100 H -4.712 -7.971 10.834  0.0576
101 H -6.290 -6.128 10.940  0.0576
102 H -6.597 -6.916 9.380  0.0510
103 Br -2.303 1.478 -10.583  0.5976
104 C -2.580 0.146 -11.973  -0.6897
105 C -2.400 -1.250 -11.433  -0.6879
106 Br -0.515 -1.686 -11.201  0.6241
107 H -1.896 0.384 -12.782  0.0496
108 H -3.604 0.295 -12.311  0.0584
109 H -2.777 -1.986 -12.141  0.0607
110 H -2.880 -1.400 -10.469  0.0127
111 Br 1.247 -0.380 5.800  0.7238
112 C 0.647 0.463 7.445  -0.6458
113 C -0.633 1.232 7.250  -0.6951
114 Br -0.313 2.938 6.368  0.6033
115 H 1.462 1.084 7.806  0.0475
116 H 0.496 -0.377 8.127  0.0093
117 H -1.077 1.487 8.211  0.0523
118 H -1.363 0.697 6.648  0.0524
119 Br -0.989 -1.642 10.429  0.6412
120 C 0.640 -2.054 11.418  -0.7137
121 C 1.010 -0.939 12.357  -0.6835
122 Br 1.814 0.556 11.401  0.6130
123 H 1.409 -2.267 10.684  -0.0122
124 H 0.413 -2.962 11.973  0.0602
125 H 1.773 -1.272 13.060  0.0378
126 H 0.161 -0.544 12.908  0.0526
127 Br 3.974 -3.424 14.850  0.6024
128 C 5.388 -3.372 13.511  -0.6899
129 C 4.944 -2.632 12.278  -0.6778
130 Br 3.760 -3.723 11.183  0.6678
131 H 5.674 -4.400 13.311  0.0516
132 H 6.216 -2.853 13.990  0.0592
133 H 5.795 -2.405 11.638  0.0617
134 H 4.410 -1.712 12.502  0.0394